{"formula": "C48H58Br2N6O12", "method": "the ωB97M-V functional and the def2-TZVPD basis", "species": ["C", "C", "C", "O", "C", "O", "O", "H", "H", "H", "H", "H", "H", "C", "C", "C", "O", "C", "O", "O", "H", "H", "H", "H", "H", "H", "C", "C", "C", "O", "C", "O", "O", "H", "H", "H", "H", "H", "H", "C", "C", "C", "O", "C", "O", "O", "H", "H", "H", "H", "H", "H", "C", "C", "C", "N", "C", "C", "H", "H", "H", "H", "H", "C", "C", "C", "N", "C", "C", "H", "H", "H", "H", "H", "C", "C", "C", "N", "C", "C", "H", "H", "H", "H", "H", "C", "C", "C", "N", "C", "C", "H", "H", "H", "H", "H", "C", "C", "C", "N", "C", "C", "H", "H", "H", "H", "H", "C", "C", "C", "N", "C", "C", "H", "H", "H", "H", "H", "Br", "C", "C", "Br", "H", "H", "H", "H"], "xyz": [[-3.989, -1.468, 4.880], [-4.809, -0.938, 3.707], [-4.432, 0.439, 3.118], [-4.080, 0.171, 1.698], [-4.124, -1.174, 1.562], [-3.781, -1.750, 0.572], [-4.603, -1.853, 2.629], [-4.290, -0.829, 5.692], [-2.863, -1.416, 4.702], [-4.315, -2.484, 5.061], [-5.864, -0.962, 3.877], [-3.552, 1.011, 3.495], [-5.262, 1.136, 3.073], [0.661, 4.519, -2.605], [1.783, 3.622, -3.062], [2.899, 3.539, -1.994], [3.307, 2.158, -2.108], [2.348, 1.494, -2.811], [2.366, 0.312, -2.976], [1.388, 2.277, -3.289], [0.300, 4.120, -1.666], [-0.165, 4.494, -3.365], [0.986, 5.529, -2.534], [2.277, 3.982, -3.997], [2.494, 3.812, -1.001], [3.727, 4.212, -2.320], [5.380, 3.338, 0.940], [4.327, 3.483, 2.093], [3.072, 2.610, 1.855], [2.984, 1.920, 3.134], [4.121, 2.019, 3.810], [4.425, 1.428, 4.786], [4.921, 2.930, 3.211], [5.145, 3.854, -0.004], [5.568, 2.265, 0.745], [6.340, 3.751, 1.330], [4.026, 4.514, 2.281], [3.279, 1.884, 1.066], [2.117, 3.066, 1.677], [-0.994, -1.938, -1.024], [-0.677, -0.936, 0.034], [0.826, -0.857, 0.399], [1.071, 0.571, 0.468], [0.098, 1.178, -0.128], [0.082, 2.341, -0.343], [-0.921, 0.351, -0.466], [-1.987, -1.671, -1.425], [-0.839, -2.981, -0.739], [-0.292, -1.897, -1.889], [-1.304, -1.074, 0.866], [1.382, -1.185, -0.541], [1.236, -1.502, 1.159], [-2.351, -4.111, 3.485], [-1.281, -3.682, 4.257], [-0.025, -3.408, 3.613], [0.174, -3.662, 2.313], [-0.855, -4.110, 1.621], [-2.131, -4.371, 2.161], [-3.343, -4.247, 3.934], [-1.362, -3.424, 5.318], [0.761, -3.052, 4.227], [-0.533, -4.465, 0.590], [-2.877, -4.666, 1.506], [-3.007, 1.669, -5.459], [-1.936, 1.498, -4.630], [-1.828, 0.399, -3.795], [-2.786, -0.485, -3.744], [-3.935, -0.271, -4.465], [-4.084, 0.737, -5.358], [-3.102, 2.519, -6.155], [-1.219, 2.315, -4.600], [-0.902, 0.177, -3.292], [-4.809, -0.983, -4.275], [-5.066, 0.791, -5.874], [-0.533, 2.962, 4.501], [-1.045, 3.105, 3.173], [-1.252, 2.021, 2.407], [-1.046, 0.786, 2.874], [-0.776, 0.586, 4.140], [-0.606, 1.675, 4.994], [-0.400, 3.898, 5.047], [-1.094, 4.063, 2.705], [-1.492, 2.172, 1.379], [-0.756, -0.483, 4.591], [-0.347, 1.541, 6.056], [2.717, -4.314, -0.219], [2.342, -3.964, -1.512], [3.367, -3.673, -2.397], [4.621, -3.754, -2.085], [4.980, -4.179, -0.880], [4.029, -4.526, 0.126], [1.992, -4.458, 0.529], [1.312, -3.752, -1.833], [3.150, -3.260, -3.413], [6.076, -4.180, -0.737], [4.296, -4.828, 1.125], [4.318, -1.258, 1.238], [4.674, -1.051, -0.103], [5.873, -0.421, -0.416], [6.851, -0.068, 0.473], [6.488, -0.267, 1.741], [5.256, -0.782, 2.148], [3.408, -1.867, 1.531], [4.040, -1.341, -0.915], [6.137, -0.281, -1.425], [7.190, 0.031, 2.500], [5.165, -0.885, 3.235], [-3.071, 3.213, -1.410], [-4.091, 2.779, -2.208], [-5.241, 3.565, -2.235], [-5.358, 4.683, -1.495], [-4.420, 5.090, -0.704], [-3.158, 4.428, -0.715], [-2.126, 2.669, -1.276], [-3.985, 1.849, -2.725], [-6.141, 3.367, -2.833], [-4.593, 5.961, -0.080], [-2.343, 4.814, -0.108], [-0.856, -5.843, -3.576], [-1.880, -5.230, -5.095], [-3.011, -4.252, -4.852], [-4.431, -4.230, -6.206], [-2.311, -6.130, -5.567], [-1.052, -4.898, -5.797], [-2.663, -3.195, -4.807], [-3.502, -4.471, -3.901]], "charge": 0, "total_energy_ha": -8243.2734, "lumo_ha": 0.0114, "homo_lumo_gap_ev": 9.508, "spin_multiplicity": 1}


{"formula": "C48H60AsBaN4O2P2Se2", "method": "the ωB97M-V functional and the def2-TZVPD basis", "species": ["Ba", "C", "C", "C", "C", "C", "N", "C", "C", "C", "N", "C", "C", "C", "C", "C", "C", "C", "C", "N", "C", "C", "C", "N", "C", "C", "C", "C", "O", "C", "O", "H", "H", "H", "H", "H", "H", "H", "H", "H", "H", "H", "H", "H", "H", "H", "H", "H", "H", "H", "H", "H", "H", "H", "H", "H", "H", "H", "H", "Se", "P", "Se", "C", "C", "C", "C", "C", "C", "C", "C", "C", "C", "C", "C", "H", "H", "H", "H", "H", "H", "H", "H", "H", "H", "C", "As", "C", "C", "C", "C", "C", "C", "C", "C", "H", "H", "H", "H", "H", "H", "H", "H", "H", "H", "H", "H", "H", "C", "P", "C", "C", "H", "H", "H", "H", "H", "H", "H", "H", "H"], "xyz": [[0.400, 0.089, -0.253], [-6.921, 2.734, 0.922], [-5.597, 2.037, 1.054], [-5.446, 0.886, 1.754], [-4.160, 0.278, 1.929], [-3.893, -0.778, 2.783], [-4.726, -1.721, 3.212], [-5.896, -2.212, 2.473], [-5.581, -2.408, 0.988], [-4.408, -3.374, 0.767], [-3.525, -2.973, -0.314], [-3.274, -3.737, -1.352], [-2.380, -3.455, -2.379], [-2.262, -4.403, -3.440], [-1.419, -4.209, -4.486], [-1.260, -5.202, -5.603], [-0.669, -3.003, -4.500], [-0.757, -2.051, -3.527], [0.079, -0.822, -3.575], [-0.274, 0.353, -3.872], [-1.623, 0.634, -4.324], [-2.133, 1.922, -3.691], [-2.555, 1.739, -2.229], [-1.615, 2.370, -1.305], [-1.957, 2.561, -0.105], [-3.205, 2.073, 0.540], [-4.439, 2.624, 0.446], [-3.005, 0.833, 1.258], [-1.900, 0.240, 1.229], [-1.590, -2.250, -2.373], [-1.615, -1.413, -1.409], [-7.716, 2.175, 1.413], [-7.192, 2.860, -0.128], [-6.882, 3.729, 1.370], [-6.303, 0.466, 2.264], [-2.869, -0.862, 3.134], [-4.359, -2.347, 3.911], [-6.751, -1.550, 2.600], [-6.168, -3.164, 2.930], [-5.338, -1.447, 0.536], [-6.479, -2.763, 0.482], [-4.770, -4.379, 0.548], [-3.811, -3.448, 1.677], [-2.969, -2.114, -0.261], [-3.832, -4.668, -1.398], [-2.867, -5.302, -3.388], [-1.884, -6.080, -5.441], [-0.224, -5.534, -5.684], [-1.538, -4.762, -6.562], [0.008, -2.829, -5.332], [1.127, -0.963, -3.301], [-2.324, -0.190, -4.133], [-1.561, 0.765, -5.408], [-2.974, 2.302, -4.274], [-1.338, 2.667, -3.739], [-2.586, 0.671, -1.982], [-3.566, 2.124, -2.077], [-1.217, 3.014, 0.558], [-4.574, 3.544, -0.114], [2.269, -2.331, -0.864], [3.614, -0.818, -1.734], [2.810, 1.187, -1.888], [4.090, -1.423, -3.376], [4.852, -2.590, -3.441], [5.210, -3.113, -4.671], [4.801, -2.479, -5.839], [4.041, -1.321, -5.773], [3.686, -0.787, -4.541], [5.170, -0.778, -0.802], [5.342, -1.457, 0.397], [6.547, -1.358, 1.079], [7.577, -0.588, 0.563], [7.408, 0.087, -0.641], [6.206, -0.004, -1.322], [5.160, -3.085, -2.527], [5.807, -4.014, -4.721], [5.081, -2.888, -6.801], [3.729, -0.822, -6.681], [3.101, 0.124, -4.482], [4.536, -2.068, 0.783], [6.681, -1.891, 2.011], [8.517, -0.515, 1.094], [8.213, 0.684, -1.048], [6.066, 0.529, -2.255], [-0.246, -1.859, 4.512], [0.434, -1.935, 2.670], [-0.825, -3.227, 1.923], [2.042, -3.055, 2.993], [1.753, -4.496, 3.259], [1.647, -5.380, 2.183], [1.339, -6.716, 2.385], [1.129, -7.194, 3.672], [1.244, -6.328, 4.749], [1.556, -4.991, 4.545], [-0.289, -2.847, 4.972], [-1.242, -1.416, 4.527], [0.413, -1.219, 5.097], [-0.759, -4.203, 2.402], [-0.644, -3.326, 0.852], [-1.821, -2.806, 2.068], [2.556, -2.581, 3.832], [2.660, -2.937, 2.104], [1.823, -5.006, 1.179], [1.271, -7.388, 1.539], [0.895, -8.238, 3.834], [1.104, -6.698, 5.757], [1.668, -4.328, 5.396], [2.682, 2.076, 2.983], [1.548, 2.760, 1.718], [0.526, 3.913, 2.715], [2.654, 3.930, 0.855], [3.223, 2.857, 3.522], [3.405, 1.423, 2.491], [2.116, 1.479, 3.700], [1.133, 4.530, 3.380], [-0.195, 3.352, 3.312], [-0.026, 4.574, 2.044], [3.083, 4.666, 1.537], [2.102, 4.446, 0.070], [3.456, 3.366, 0.378]], "charge": 1, "e_above_lowest_ev": 1.781, "total_energy_ha": -9981.3779, "lumo_ha": -0.1176, "homo_lumo_gap_ev": 6.602, "spin_multiplicity": 1}


{"formula": "C48H60Cl2N9OPbS", "method": "the ωB97M-V functional and the def2-TZVPD basis", "species": ["Pb", "C", "C", "C", "C", "C", "C", "C", "N", "C", "C", "C", "C", "C", "C", "C", "C", "C", "C", "N", "C", "C", "C", "N", "C", "C", "C", "C", "C", "C", "C", "C", "C", "C", "C", "C", "C", "C", "N", "C", "C", "H", "H", "H", "H", "H", "H", "H", "H", "H", "H", "H", "H", "H", "H", "H", "H", "H", "H", "H", "H", "H", "H", "H", "H", "H", "H", "H", "H", "H", "H", "H", "H", "H", "H", "H", "H", "H", "H", "H", "H", "H", "H", "H", "H", "Cl", "C", "C", "C", "C", "C", "Cl", "C", "S", "H", "H", "H", "N", "C", "N", "N", "C", "N", "H", "H", "H", "H", "C", "N", "C", "C", "C", "O", "H", "H", "H", "H", "H", "H", "H", "H", "H"], "xyz": [[0.009, 0.212, -0.272], [-2.767, -2.821, 4.957], [-3.246, -1.512, 4.317], [-2.830, -1.403, 2.883], [-3.511, -1.829, 1.786], [-4.854, -2.487, 1.732], [-5.957, -1.511, 1.306], [-2.664, -1.555, 0.636], [-1.521, -0.958, 1.048], [-1.556, -0.887, 2.409], [-0.521, -0.461, 3.226], [0.822, -0.238, 2.882], [1.909, -0.098, 3.830], [1.711, 0.007, 5.314], [1.923, -1.336, 6.021], [3.068, -0.122, 3.099], [2.671, -0.247, 1.708], [3.539, -0.321, 0.615], [3.223, -0.519, -0.724], [1.967, -0.707, -1.211], [2.074, -0.986, -2.529], [1.016, -1.392, -3.356], [-0.294, -1.663, -2.992], [-0.840, -1.417, -1.767], [-2.097, -1.917, -1.773], [-2.966, -1.910, -0.683], [-2.408, -2.457, -3.090], [-1.289, -2.299, -3.847], [-1.074, -2.692, -5.275], [-0.482, -4.100, -5.417], [-3.734, -3.020, -3.493], [-3.858, -4.525, -3.229], [3.465, -0.896, -2.935], [4.180, -0.607, -1.811], [5.662, -0.429, -1.685], [6.378, -1.746, -1.357], [3.969, -1.057, -4.336], [3.635, 0.157, -5.211], [1.314, -0.268, 1.622], [4.502, -0.083, 3.554], [4.814, 0.860, 4.718], [-3.085, -2.881, 5.998], [-1.679, -2.891, 4.923], [-3.174, -3.679, 4.422], [-2.848, -0.666, 4.882], [-4.334, -1.453, 4.380], [-5.094, -2.900, 2.713], [-4.820, -3.326, 1.034], [-6.022, -0.677, 2.007], [-6.927, -2.009, 1.274], [-5.749, -1.096, 0.317], [-0.750, -0.433, 4.284], [0.703, 0.370, 5.518], [2.393, 0.749, 5.726], [1.207, -2.075, 5.660], [1.793, -1.234, 7.099], [2.926, -1.721, 5.829], [4.598, -0.283, 0.839], [1.280, -1.620, -4.382], [-3.939, -2.360, -0.841], [-0.409, -1.972, -5.756], [-2.030, -2.648, -5.801], [0.467, -4.177, -4.884], [-0.312, -4.342, -6.466], [-1.159, -4.846, -5.002], [-3.894, -2.827, -4.557], [-4.527, -2.496, -2.954], [-3.107, -5.080, -3.790], [-4.842, -4.886, -3.528], [-3.716, -4.747, -2.170], [5.883, 0.302, -0.904], [6.057, -0.026, -2.620], [6.008, -2.159, -0.417], [7.453, -1.593, -1.267], [6.198, -2.482, -2.140], [3.536, -1.957, -4.780], [5.051, -1.200, -4.319], [2.559, 0.330, -5.245], [3.994, 0.009, -6.230], [4.107, 1.056, -4.810], [5.127, 0.212, 2.709], [4.819, -1.095, 3.823], [4.375, 1.847, 4.555], [5.892, 0.985, 4.813], [4.449, 0.472, 5.667], [-2.541, 2.561, 1.122], [-4.134, 2.228, 0.548], [-5.210, 2.638, 1.317], [-6.498, 2.475, 0.836], [-6.721, 1.910, -0.409], [-5.642, 1.478, -1.162], [-5.961, 0.742, -2.693], [-4.331, 1.623, -0.694], [-2.973, 1.029, -1.674], [-5.026, 3.083, 2.285], [-7.339, 2.801, 1.432], [-7.723, 1.792, -0.796], [-0.157, 5.537, -1.088], [-0.175, 5.259, -2.384], [0.448, 6.049, -3.264], [-0.835, 4.222, -2.912], [-1.548, 3.335, -2.376], [-2.372, 2.546, -2.107], [0.397, 6.320, -0.776], [-0.239, 4.704, -0.390], [0.885, 6.908, -2.983], [0.304, 5.879, -4.245], [3.737, 3.228, 1.417], [2.505, 3.212, 0.638], [2.604, 2.896, -0.782], [1.315, 3.491, 1.186], [1.270, 3.742, 2.667], [0.280, 3.551, 0.497], [4.544, 2.853, 0.794], [3.658, 2.586, 2.293], [3.993, 4.238, 1.743], [2.982, 3.749, -1.352], [1.623, 2.620, -1.158], [3.277, 2.050, -0.920], [1.828, 4.645, 2.924], [1.699, 2.904, 3.220], [0.233, 3.863, 2.967]], "charge": 1, "e_above_lowest_ev": 1.541, "total_energy_ha": -3944.4386, "lumo_ha": -0.1048, "homo_lumo_gap_ev": 5.645, "spin_multiplicity": 1}